(1)
Here is a single C4H6N2S molecule from the OMol25 dataset. Energies are from the ωB97M-V functional and the def2-TZVPD basis.

Last column: Löwdin charge in e.
Positions of all 13 atoms, in Å:
1 S -3.08094 -0.12365 -0.12455  0.706
2 C -1.65503 0.45159 0.32798  -0.683
3 C -0.44269 -0.26252 -0.02335  -0.265
4 N 0.66192 0.33600 0.24950  0.038
5 N 1.72605 -0.40503 -0.35590  -0.119
6 C 2.88621 -0.44148 0.58968  -0.136
7 C 2.89086 0.53979 -0.52258  -0.137
8 H -1.47314 1.34397 0.94265  0.066
9 H -0.48984 -1.16207 -0.73896  0.136
10 H 3.51517 -1.35449 0.46552  0.111
11 H 2.71536 0.00791 1.58861  0.109
12 H 3.50553 0.34671 -1.40825  0.101
13 H 2.73007 1.55537 -0.34241  0.075

Multiplicity: 1
SMILES: S=C/C=N/N1CC1
Net charge: 0
Total energy: -663.59478 hartree

(2)
Here is a single C4H6N2S molecule from the OMol25 dataset. Energies are from the ωB97M-V functional and the def2-TZVPD basis.

Last column: Löwdin charge in e.
Positions of all 13 atoms, in Å:
1 C -1.42147 -1.29142 -0.82154  -0.072
2 C -0.70131 -0.61177 0.41170  -0.925
3 S -1.07765 -0.92581 1.97041  0.628
4 N 0.30622 0.09043 0.06155  -0.049
5 C 0.75017 0.40214 -1.28716  -0.162
6 C 1.62968 1.59129 -1.30900  -0.175
7 N 2.31679 2.50442 -1.11243  0.157
8 H -1.68096 -0.55631 -1.53749  0.044
9 H -2.32152 -1.82197 -0.52588  0.069
10 H -0.71111 -2.00778 -1.26743  0.091
11 H 0.94762 0.35446 0.80596  0.138
12 H 1.24681 -0.48139 -1.68698  0.128
13 H -0.14197 0.62057 -1.92259  0.129

Multiplicity: 1
SMILES: CC(=S)NCC#N
Net charge: 0
Total energy: -663.68472 hartree

(3)
Here is a single C4H6N2S2 molecule from the OMol25 dataset. Energies are from the ωB97M-V functional and the def2-TZVPD basis.

Last column: Löwdin charge in e.
Positions of all 14 atoms, in Å:
1 C 3.12855 -0.76131 -0.33744  -0.011
2 N 2.27818 0.18063 -0.26606  0.053
3 N 1.02553 -0.15346 0.11757  -0.165
4 C 0.39199 -1.42079 0.47068  -0.136
5 C -0.90087 -0.58079 0.67170  -0.631
6 S -2.27875 -0.99592 -0.41550  0.740
7 C -0.06955 0.62266 0.24190  -0.863
8 S -0.38609 2.19840 0.00088  0.659
9 H 2.90728 -1.81829 -0.14019  0.074
10 H 4.12783 -0.51265 -0.65741  0.066
11 H 0.75978 -1.89187 1.37883  0.118
12 H 0.33339 -2.15630 -0.35363  0.119
13 H -1.20603 -0.50857 1.70277  0.097
14 H -2.71149 0.29920 -0.53821  -0.119

Multiplicity: 1
SMILES: C=NN1C[C@H](S)C1=S
Net charge: 0
Total energy: -1061.82833 hartree

(4)
Here is a single C4H6N2S2 molecule from the OMol25 dataset. Energies are from the ωB97M-V functional and the def2-TZVPD basis.

Last column: Löwdin charge in e.
Positions of all 14 atoms, in Å:
1 S -0.14961 2.69846 -2.47024  0.580
2 C 0.89998 1.73359 -1.67963  -0.767
3 N 0.70308 0.80481 -0.76199  -0.124
4 C 1.59697 0.18184 0.25824  -0.040
5 C 0.13364 0.44081 0.52740  -0.204
6 C -1.11075 -0.59064 0.41973  -0.251
7 N -1.07391 -1.62809 1.20733  -0.296
8 S -2.58522 -2.59068 0.86920  0.659
9 H 1.90853 1.55971 -2.04703  0.068
10 H 1.88278 -0.89351 0.01485  0.133
11 H 2.32533 0.80533 0.83999  0.125
12 H -0.19925 1.26207 1.23563  0.155
13 H -2.06422 -0.00479 0.14344  0.128
14 H -2.26736 -3.77892 1.44309  -0.164

Multiplicity: 1
SMILES: S=CN1C[C@@H]1/C=N/S
Net charge: 0
Total energy: -1061.76203 hartree

(5)
Here is a molecular structure, C4H6N2S2 from the OMol25 dataset. Energies are from the ωB97M-V functional and the def2-TZVPD basis.

Last column: Löwdin charge in e.
Positions of all 14 atoms, in Å:
1 C 0.70504 -0.26213 -0.12071  -0.537
2 C -1.56642 0.01825 -0.15565  -0.262
3 C -2.51759 0.71507 0.37025  -0.010
4 C 2.10858 0.28558 -0.04293  -1.107
5 H -0.12065 -2.30957 -0.17426  0.172
6 H 1.76389 -1.84004 0.23035  0.044
7 H -1.89451 -1.15964 -0.43978  0.153
8 H -2.32652 1.61441 0.85145  0.039
9 H -3.54563 0.34345 0.36987  0.062
10 H 0.96507 2.22417 -0.44496  -0.035
11 N 0.79536 -1.61584 -0.26517  0.059
12 N -0.26854 0.56751 -0.26239  0.030
13 S 2.36131 1.96946 -0.10698  0.759
14 S 3.54062 -0.55069 0.19092  0.632

Multiplicity: 1
Net charge: 0
Total energy: -1061.81050 hartree

(6)
Here is a molecular structure, C4H6N2S2 from the OMol25 dataset. Energies are from the ωB97M-V functional and the def2-TZVPD basis.

Last column: Löwdin charge in e.
Positions of all 14 atoms, in Å:
1 C 0.87157 -1.42022 0.39524  -0.637
2 C -1.19753 1.46884 -0.73146  -0.284
3 C -1.95824 1.13062 -2.02215  -0.154
4 C -2.51603 -0.07207 -2.16192  -0.046
5 H 0.80682 0.98417 1.67182  -0.145
6 H 0.85504 -2.55447 0.30223  0.081
7 H -1.28082 2.62211 -0.54727  0.139
8 H -2.20659 1.92933 -2.68091  0.083
9 H -3.26924 -0.32361 -3.00672  0.106
10 H -2.32258 -0.90772 -1.62483  -0.054
11 N 1.71948 -1.15181 1.29066  -0.400
12 N -0.36893 0.79158 -0.06613  -0.291
13 S 1.99863 0.38699 2.19371  0.621
14 S -0.32583 -0.75394 -0.66648  0.980

Multiplicity: 1
Net charge: 0
Total energy: -1061.75849 hartree

(7)
Here is a single C4H6N2S2 molecule from the OMol25 dataset. Energies are from the ωB97M-V functional and the def2-TZVPD basis.

Last column: Löwdin charge in e.
Positions of all 14 atoms, in Å:
1 S 2.50805 -1.65247 -0.42606  0.641
2 C 1.17266 -0.69953 0.03041  -0.699
3 C 1.08469 0.82342 -0.34095  -0.219
4 N -0.24672 1.42372 0.12327  -0.039
5 N -1.16043 0.55633 -0.59669  -0.106
6 C -1.26331 -0.68701 -0.02708  -0.880
7 S -2.44504 -1.73370 -0.36325  0.638
8 C -0.03017 -0.93610 1.11695  -0.118
9 H 2.01939 1.16401 0.09784  0.099
10 H 1.09544 0.87486 -1.50491  0.138
11 H -0.40205 2.38457 -0.09386  0.103
12 H -1.94739 0.76804 -1.38638  0.206
13 H -0.19662 -0.23439 2.04694  0.142
14 H -0.18850 -2.05176 1.32377  0.094

Multiplicity: 1
SMILES: S=C1CNNC(=S)C1
Net charge: 0
Total energy: -1061.76771 hartree

(8)
Here is 2 unconnected molecules or ions with the total composition C4H6N2S2 from the OMol25 dataset. Energies are from the ωB97M-V functional and the def2-TZVPD basis.

Last column: Löwdin charge in e.
Positions of all 14 atoms, in Å:
1 C -1.03500 -1.68129 0.06418  -0.016
2 C -0.93870 -0.42863 0.22609  -0.144
3 C -0.52932 0.84170 0.50935  -0.811
4 N -1.39643 1.91841 0.24937  0.033
5 S 0.94814 1.01147 1.30659  0.786
6 H -0.42255 -2.11109 -0.76555  0.067
7 H -1.67101 -2.40004 0.47759  0.040
8 H -1.43017 2.81001 0.69377  0.074
9 H -1.87447 1.83544 -0.59346  0.054
10 H 0.48006 1.16153 2.61645  -0.090
11 N 1.92226 -1.19237 -0.50716  0.089
12 C 1.82909 -0.45226 -1.43965  -0.939
13 S 1.53074 0.64307 -2.48240  0.743
14 H 2.58735 -1.95595 -0.35517  0.114

Multiplicity: 1
SMILES: C=C=C(N)S.N=C=S
Net charge: 0
Total energy: -1061.78572 hartree

(9)
Here is a single C4H6N2Se molecule from the OMol25 dataset. Energies are from the ωB97M-V functional and the def2-TZVPD basis.

Last column: Löwdin charge in e.
Positions of all 13 atoms, in Å:
1 C -0.18394 0.99725 0.22555  -0.042
2 N 0.19537 -0.36356 0.01381  -0.152
3 C -0.60760 -1.44820 -0.23326  -0.078
4 C 0.24910 -2.50712 -0.57444  -0.149
5 N 1.52457 -2.07284 -0.48148  0.015
6 C 1.48269 -0.78773 -0.28109  -0.733
7 Se 3.01754 0.21492 0.15587  0.876
8 H 0.72266 1.60141 0.03440  0.046
9 H -1.02898 1.22778 -0.40444  0.096
10 H -0.49414 1.23940 1.16859  0.061
11 H -1.74725 -1.45889 -0.39532  0.139
12 H 0.18222 -3.55493 -0.71498  0.085
13 H 2.65912 1.55544 -0.35566  -0.162

Multiplicity: 1
SMILES: Cn1ccnc1[SeH]
Net charge: 0
Total energy: -2666.91617 hartree

(10)
Here is a gas-phase ion, C4H6N3 (charge +1) from the OMol25 dataset. Energies are from the ωB97M-V functional and the def2-TZVPD basis.

Last column: Löwdin charge in e.
Positions of all 13 atoms, in Å:
1 C -0.31138 -1.31920 0.17905  -0.131
2 C 0.78683 0.65701 -0.01850  -0.171
3 C 1.16867 -0.70842 0.26294  -0.014
4 C -1.05723 1.00299 -0.29713  -0.133
5 N -1.35184 -0.70779 -0.04259  0.173
6 N -0.16763 1.24938 0.77234  0.172
7 N 0.06160 0.92178 -1.15891  0.171
8 H -0.31919 -2.38516 0.34507  0.144
9 H 1.56218 -0.87640 1.26467  0.136
10 H 1.79625 -1.19868 -0.47878  0.135
11 H -1.99928 1.49587 -0.49341  0.158
12 H -0.31360 1.29061 1.76897  0.180
13 H 0.14461 0.57801 -2.10371  0.179

Multiplicity: 1
Net charge: +1
Total energy: -319.90394 hartree

Per-record highest occupied orbital energy, eV: -9.012, -8.534, -8.622, -8.508, -8.983, -8.341, -8.557, -7.782, -8.234, -15.121
Per-record relative energy (zero: lowest compared OMol25 entry of this formula, charge and spin), kJ/mol: 351.2, 115.0, 230.6, 404.7, 277.4, 414.0, 389.8, 342.5, 31.1, 335.2